Record 1
2 unconnected molecules or ions with the total composition C5H11IOS at a distorted geometry. Source: the OMol25 dataset; level of theory: ωB97M-V/def2-TZVPD.

Geometry (Å):
1 C -1.096 1.466 -0.719
2 C -1.551 -0.816 0.054
3 C 2.785 -1.349 -0.102
4 C -0.641 0.081 -0.712
5 C 0.810 -0.008 -0.297
6 O 1.455 -1.115 -0.279
7 S 3.694 0.323 -2.456
8 I 3.472 -0.261 -4.727
9 H -1.192 1.653 0.339
10 H -0.515 2.043 -1.262
11 H -2.107 1.563 -1.005
12 H -2.267 -1.252 -0.597
13 H -2.132 -0.347 0.937
14 H -1.056 -1.558 0.600
15 H 3.061 -2.386 0.045
16 H 3.141 -0.842 0.877
17 H 3.330 -0.915 -1.029
18 H -0.659 -0.189 -1.859
19 H 1.225 0.910 0.268

Results
Lowest unoccupied orbital energy (spin up / spin down) (eV): -1.76 / -1.60
Net charge: 0
Relative energy (zero: lowest compared OMol25 entry of this formula, charge and spin) (eV): 2.850
HOMO energy (spin up / spin down) (eV): -6.85 / -6.92

Record 2
A molecular structure, C5H11MgO2 at a distorted geometry. Source: the OMol25 dataset; level of theory: ωB97M-V/def2-TZVPD.

Geometry (Å):
1 C -1.436 -0.452 0.518
2 C -2.320 -0.214 -0.686
3 H -0.122 -1.429 -0.267
4 H -1.482 -1.473 0.913
5 H -1.926 0.586 -1.326
6 H -3.317 0.085 -0.335
7 H -2.433 -1.124 -1.290
8 O 3.164 0.236 0.216
9 C 2.307 -0.834 0.161
10 C 0.898 -0.590 -0.319
11 O 0.133 0.307 0.454
12 C 0.390 1.779 0.346
13 Mg 2.521 1.987 0.347
14 H 2.192 -1.339 1.145
15 H 2.673 -1.626 -0.529
16 H 0.858 -0.281 -1.373
17 H -0.155 2.168 1.215
18 H -0.147 2.086 -0.564
19 H -1.799 0.130 1.375

Results
Lowest unoccupied orbital energy (eV): -4.97
Net charge: +1
Relative energy (zero: lowest compared OMol25 entry of this formula, charge and spin) (eV): 0.889
HOMO energy (eV): -12.92

Record 3
C5H11N in the gas phase at a distorted geometry. Source: the OMol25 dataset; level of theory: ωB97M-V/def2-TZVPD.

Geometry (Å):
1 C -2.046 0.184 0.882
2 N -1.158 -0.303 -0.162
3 C -0.326 0.769 -0.750
4 C 1.043 0.214 -1.171
5 C 1.837 -0.054 0.083
6 C 1.861 -1.210 0.705
7 H -1.452 0.512 1.738
8 H -2.778 0.961 0.630
9 H -2.615 -0.673 1.256
10 H -1.770 -0.670 -0.880
11 H -0.923 1.323 -1.460
12 H -0.155 1.477 0.061
13 H 0.884 -0.777 -1.605
14 H 1.528 0.876 -1.885
15 H 2.206 0.823 0.608
16 H 1.469 -2.131 0.313
17 H 2.395 -1.321 1.637

Results
Lowest unoccupied orbital energy (eV): 1.20
Net charge: 0
Relative energy (zero: lowest compared OMol25 entry of this formula, charge and spin) (eV): 1.304
HOMO energy (eV): -8.95

Record 4
C5H11N in the gas phase at a distorted geometry. Source: the OMol25 dataset; level of theory: ωB97M-V/def2-TZVPD.

Geometry (Å):
1 C -1.681 1.909 -0.691
2 N -1.391 0.389 -0.506
3 C -0.179 -0.112 0.012
4 C -0.097 -1.440 0.529
5 C 1.212 -2.088 1.043
6 C 1.139 0.766 -0.190
7 H -0.909 2.424 -0.088
8 H -1.521 2.235 -1.736
9 H -2.652 2.185 -0.341
10 H -1.962 -0.162 -1.157
11 H -0.932 -2.108 0.365
12 H 1.938 -1.463 1.528
13 H 0.905 -3.002 1.656
14 H 1.926 -2.477 0.301
15 H 1.610 0.345 -1.095
16 H 1.671 0.775 0.828
17 H 0.922 1.823 -0.458

Results
Lowest unoccupied orbital energy (eV): 1.04
Net charge: 0
Relative energy (zero: lowest compared OMol25 entry of this formula, charge and spin) (eV): 2.008
HOMO energy (eV): -7.38

Record 5
C5H11N in the gas phase at a distorted geometry. Source: the OMol25 dataset; level of theory: ωB97M-V/def2-TZVPD.

Geometry (Å):
1 C 1.101 0.393 0.412
2 N 0.214 -0.807 0.438
3 C 0.764 -1.893 -0.329
4 C -1.156 -0.330 0.043
5 C -1.206 1.125 -0.273
6 C 0.240 1.650 0.352
7 H 1.676 0.337 1.300
8 H 1.664 0.204 -0.552
9 H 1.289 -1.715 -1.241
10 H 1.427 -2.534 0.395
11 H -0.080 -2.536 -0.655
12 H -1.756 -0.803 -0.708
13 H -1.555 -0.494 1.149
14 H -1.100 1.306 -1.337
15 H -2.149 1.560 -0.092
16 H 0.082 1.983 1.267
17 H 0.543 2.553 -0.168

Results
Lowest unoccupied orbital energy (eV): 1.13
Net charge: 0
Relative energy (zero: lowest compared OMol25 entry of this formula, charge and spin) (eV): 2.240
HOMO energy (eV): -8.16

Record 6
C5H11N in the gas phase. Source: the OMol25 dataset; level of theory: ωB97M-V/def2-TZVPD.

Geometry (Å):
1 C 2.314 0.118 -0.107
2 C 1.168 -0.785 -0.554
3 C -0.158 -0.538 0.152
4 C -0.445 0.597 1.075
5 N -0.957 0.590 -0.280
6 C -2.378 0.334 -0.420
7 H 2.087 1.175 -0.286
8 H 2.521 -0.006 0.962
9 H 3.229 -0.118 -0.657
10 H 1.003 -0.660 -1.632
11 H 1.449 -1.835 -0.407
12 H -0.725 -1.445 0.381
13 H 0.308 1.351 1.292
14 H -1.151 0.413 1.886
15 H -2.565 -0.131 -1.394
16 H -2.931 1.278 -0.374
17 H -2.770 -0.337 0.365

Results
Lowest unoccupied orbital energy (eV): 1.23
Net charge: 0
Relative energy (zero: lowest compared OMol25 entry of this formula, charge and spin) (eV): 1.250
HOMO energy (eV): -9.13

Record 7
2 unconnected molecules or ions with the total composition C5H11N. Source: the OMol25 dataset; level of theory: ωB97M-V/def2-TZVPD.

Geometry (Å):
1 C -1.662 1.223 -0.475
2 C -1.190 -0.195 -0.556
3 N -0.090 -0.592 -0.016
4 C 0.806 -1.527 0.372
5 C 1.140 -0.090 0.580
6 C 2.040 0.731 -0.320
7 H -2.653 1.279 -0.009
8 H -0.973 1.830 0.121
9 H -1.747 1.678 -1.470
10 H -1.913 -2.097 1.653
11 H -1.782 -0.946 -1.073
12 H -1.174 -2.220 1.605
13 H 1.259 -2.210 -0.340
14 H 1.035 0.301 1.597
15 H 3.064 0.686 0.066
16 H 1.746 1.786 -0.362
17 H 2.043 0.324 -1.336

Results
Lowest unoccupied orbital energy (eV): 1.06
Net charge: 0
Relative energy (zero: lowest compared OMol25 entry of this formula, charge and spin) (eV): 4.451
HOMO energy (eV): -7.11

Record 8
2 unconnected molecules or ions with the total composition C5H11N. Source: the OMol25 dataset; level of theory: ωB97M-V/def2-TZVPD.

Geometry (Å):
1 C 1.606 -1.736 -0.586
2 C -1.141 -1.108 -0.569
3 N -0.667 0.088 -0.426
4 C 0.322 0.949 -0.731
5 C -0.166 0.922 0.660
6 C -1.022 2.016 1.241
7 H 1.435 -2.269 -1.527
8 H 2.675 -1.629 -0.407
9 H 1.165 -2.318 0.231
10 H -1.106 -1.571 -1.548
11 H -1.508 -1.645 0.297
12 H 1.255 -0.682 -0.684
13 H 0.381 1.712 -1.487
14 H 0.411 0.334 1.388
15 H -0.347 2.750 1.698
16 H -1.719 1.665 2.007
17 H -1.572 2.522 0.443

Results
Lowest unoccupied orbital energy (spin up / spin down) (eV): 0.93 / 0.93
Net charge: 0
Relative energy (zero: lowest compared OMol25 entry of this formula, charge and spin) (eV): 4.551
HOMO energy (spin up / spin down) (eV): -7.16 / -7.16

Record 9
A molecular structure, C5H11N. Source: the OMol25 dataset; level of theory: ωB97M-V/def2-TZVPD.

Geometry (Å):
1 C -0.656 -2.423 0.392
2 C -0.659 -0.898 0.388
3 C 0.513 -0.311 -0.401
4 N 0.537 1.137 -0.343
5 C 0.990 1.951 0.646
6 C -0.115 2.062 -1.076
7 H -0.744 -2.825 -0.624
8 H -1.491 -2.819 0.978
9 H 0.272 -2.812 0.826
10 H -1.598 -0.519 -0.038
11 H -0.603 -0.515 1.415
12 H 0.463 -0.608 -1.456
13 H 1.469 -0.663 0.012
14 H 0.285 2.499 1.258
15 H 2.048 1.956 0.918
16 H -1.167 1.938 -1.349
17 H 0.456 2.852 -1.545

Results
Lowest unoccupied orbital energy (eV): 0.98
Net charge: 0
Relative energy (zero: lowest compared OMol25 entry of this formula, charge and spin) (eV): 3.394
HOMO energy (eV): -7.71

Record 10
3 unconnected molecules or ions with the total composition C5H11N. Source: the OMol25 dataset; level of theory: ωB97M-V/def2-TZVPD.

Geometry (Å):
1 C -0.616 -0.230 1.820
2 C -0.346 -1.176 0.925
3 C 0.994 -1.825 0.733
4 N 0.164 -0.081 -2.010
5 C -0.973 0.925 -1.914
6 C 0.456 1.135 -1.936
7 H 0.259 1.974 0.735
8 H -1.616 0.181 1.942
9 H 0.157 0.162 2.481
10 H -1.148 -1.539 0.280
11 H 1.781 -1.277 1.264
12 H 1.250 -1.873 -0.331
13 H 0.976 -2.851 1.120
14 H -1.522 0.945 -0.972
15 H -1.568 1.073 -2.814
16 H 1.333 1.770 -1.899
17 H 0.418 2.686 0.576

Results
Lowest unoccupied orbital energy (eV): 1.25
Net charge: 0
Relative energy (zero: lowest compared OMol25 entry of this formula, charge and spin) (eV): 3.936
HOMO energy (eV): -9.55

Record 11
4 unconnected molecules or ions with the total composition C5H11N. Source: the OMol25 dataset; level of theory: ωB97M-V/def2-TZVPD.

Geometry (Å):
1 C 2.038 0.315 0.205
2 C 1.627 0.318 -1.106
3 N -0.443 0.097 -1.031
4 C -1.045 0.967 -0.268
5 C -0.881 -0.350 0.313
6 C -1.880 -1.462 0.460
7 H 0.819 1.318 0.766
8 H 2.070 -0.633 0.740
9 H 2.633 1.111 0.636
10 H 1.657 1.251 -1.666
11 H 1.596 -0.581 -1.706
12 H 0.045 1.650 0.615
13 H -1.686 1.812 -0.492
14 H -0.091 -0.379 1.076
15 H -2.543 -1.267 1.310
16 H -1.347 -2.397 0.665
17 H -2.483 -1.593 -0.442

Results
Lowest unoccupied orbital energy (eV): 1.11
Net charge: 0
Relative energy (zero: lowest compared OMol25 entry of this formula, charge and spin) (eV): 5.581
HOMO energy (eV): -8.98

Record 12
C5H11N in the gas phase. Source: the OMol25 dataset; level of theory: ωB97M-V/def2-TZVPD.

Geometry (Å):
1 C 0.614 -1.796 1.607
2 C -0.187 -0.547 1.235
3 N 0.578 0.246 0.286
4 C 0.794 -0.143 -1.081
5 C 0.148 1.162 -0.763
6 C -1.238 1.441 -1.335
7 H 0.140 -2.318 2.447
8 H 0.701 -2.498 0.769
9 H 1.632 -1.517 1.901
10 H -1.204 -0.831 0.906
11 H -0.305 0.047 2.150
12 H 1.825 -0.212 -1.418
13 H 0.124 -0.888 -1.518
14 H 0.785 2.048 -0.762
15 H -1.100 2.031 -2.256
16 H -1.896 2.020 -0.676
17 H -1.759 0.523 -1.624

Results
Lowest unoccupied orbital energy (eV): 1.19
Net charge: 0
Relative energy (zero: lowest compared OMol25 entry of this formula, charge and spin) (eV): 1.467
HOMO energy (eV): -8.68

Record 13
2 unconnected molecules or ions with the total composition C5H11N at a distorted geometry. Source: the OMol25 dataset; level of theory: ωB97M-V/def2-TZVPD.

Geometry (Å):
1 C 1.724 -0.874 -2.231
2 C 2.179 0.538 -2.584
3 C 3.472 0.742 -2.823
4 H 1.714 -1.587 -3.057
5 H 2.216 -1.225 -1.328
6 H 0.644 -0.895 -2.030
7 H 1.399 1.277 -2.462
8 H 3.755 1.738 -3.144
9 H 4.158 -0.084 -2.731
10 C -3.007 -0.038 3.625
11 C -2.038 -0.220 2.733
12 N -2.295 -0.079 1.355
13 H -4.046 0.142 3.370
14 H -2.957 -0.284 4.680
15 H -0.982 -0.333 2.914
16 H -2.953 0.600 1.019
17 H -1.471 0.142 0.788

Results
Lowest unoccupied orbital energy (eV): 0.78
Net charge: 0
Relative energy (zero: lowest compared OMol25 entry of this formula, charge and spin) (eV): 2.111
HOMO energy (eV): -8.43

Record 14
C5H11N in the gas phase. Source: the OMol25 dataset; level of theory: ωB97M-V/def2-TZVPD.

Geometry (Å):
1 C 1.962 0.862 -0.512
2 C 1.054 0.768 0.714
3 N -0.328 0.586 0.303
4 C -1.122 -0.117 1.285
5 C -0.736 -0.775 0.007
6 C -1.632 -0.953 -1.196
7 H 3.006 1.004 -0.218
8 H 1.894 -0.041 -1.129
9 H 1.690 1.708 -1.160
10 H 1.337 -0.035 1.416
11 H 1.104 1.709 1.276
12 H -0.556 -0.442 2.156
13 H -2.124 0.264 1.469
14 H 0.014 -1.561 0.138
15 H -2.211 -1.881 -1.144
16 H -1.029 -0.987 -2.114
17 H -2.324 -0.110 -1.291

Results
Lowest unoccupied orbital energy (eV): 1.28
Net charge: 0
Relative energy (zero: lowest compared OMol25 entry of this formula, charge and spin) (eV): 1.140
HOMO energy (eV): -9.18

Record 15
C5H11N in the gas phase at a distorted geometry. Source: the OMol25 dataset; level of theory: ωB97M-V/def2-TZVPD.

Geometry (Å):
1 C 1.309 -1.248 -0.163
2 C 0.517 0.011 0.256
3 C 1.292 1.253 -0.093
4 C -1.811 0.733 -0.044
5 C -1.802 -0.755 0.063
6 H 1.579 -1.130 -1.169
7 H 0.629 -2.116 -0.066
8 H 2.225 -1.469 0.457
9 H 0.206 -0.078 1.342
10 H 2.087 1.373 0.690
11 H 1.790 1.059 -1.094
12 H 0.703 2.242 -0.123
13 H -1.569 1.440 0.783
14 H -2.447 1.223 -0.765
15 H -1.578 -1.197 1.015
16 H -2.430 -1.325 -0.541
17 N -0.701 -0.016 -0.551

Results
Lowest unoccupied orbital energy (eV): 1.27
Net charge: 0
Relative energy (zero: lowest compared OMol25 entry of this formula, charge and spin) (eV): 1.550
HOMO energy (eV): -9.03

Record 16
C5H11N in the gas phase at a distorted geometry. Source: the OMol25 dataset; level of theory: ωB97M-V/def2-TZVPD.

Geometry (Å):
1 C -0.636 -1.282 -0.641
2 C -0.981 0.195 -0.234
3 C 0.117 0.898 0.288
4 C 0.623 1.266 1.522
5 C 1.058 1.226 -0.888
6 N -0.400 -1.898 0.665
7 H 0.133 -1.460 -1.371
8 H -1.489 -1.821 -0.945
9 H -1.978 0.144 0.283
10 H -1.217 0.589 -1.199
11 H 1.219 2.206 1.535
12 H 0.604 0.698 2.375
13 H 0.359 1.390 -1.779
14 H 1.808 1.929 -0.800
15 H 1.569 0.185 -1.105
16 H 0.061 -2.818 0.805
17 H -0.850 -1.449 1.489

Results
Lowest unoccupied orbital energy (eV): 1.10
Net charge: 0
Relative energy (zero: lowest compared OMol25 entry of this formula, charge and spin) (eV): 3.068
HOMO energy (eV): -8.31

Record 17
2 unconnected molecules or ions with the total composition C5H11N. Source: the OMol25 dataset; level of theory: ωB97M-V/def2-TZVPD.

Geometry (Å):
1 C 1.949 0.065 -0.232
2 N 0.968 -0.020 0.613
3 C 0.731 -0.185 2.036
4 C -0.270 -0.355 0.955
5 C -1.088 1.536 -1.771
6 C -1.028 -1.523 0.424
7 H 1.759 -0.144 -1.278
8 H -0.178 2.088 -2.018
9 H 2.909 0.422 0.115
10 H 0.725 0.716 2.651
11 H 1.288 -1.029 2.466
12 H -1.098 1.305 -0.701
13 H -1.113 0.605 -2.345
14 H -1.963 2.139 -2.026
15 H -1.930 -1.704 1.014
16 H -1.342 -1.333 -0.609
17 H -0.420 -2.445 0.426

Results
Lowest unoccupied orbital energy (spin up / spin down) (eV): 1.00 / 1.00
Net charge: 0
Relative energy (zero: lowest compared OMol25 entry of this formula, charge and spin) (eV): 3.841
HOMO energy (spin up / spin down) (eV): -7.14 / -7.14

Record 18
C5H11N in the gas phase at a distorted geometry. Source: the OMol25 dataset; level of theory: ωB97M-V/def2-TZVPD.

Geometry (Å):
1 C 2.163 -1.565 0.121
2 C 0.570 0.211 -0.377
3 C -0.897 0.545 -0.667
4 C -1.522 1.742 0.058
5 C -1.876 0.359 0.525
6 H 2.285 -2.687 0.061
7 H 2.521 -1.164 1.119
8 H 2.735 -1.036 -0.682
9 H 0.087 -1.422 0.545
10 H 1.154 0.608 -1.215
11 H 0.873 0.723 0.538
12 H -1.244 0.475 -1.741
13 H -2.371 2.119 -0.520
14 H -0.958 2.497 0.618
15 H -1.425 -0.057 1.511
16 H -2.891 -0.107 0.311
17 N 0.795 -1.240 -0.204

Results
Lowest unoccupied orbital energy (eV): 1.21
Net charge: 0
Relative energy (zero: lowest compared OMol25 entry of this formula, charge and spin) (eV): 1.805
HOMO energy (eV): -8.78

Record 19
C5H11N in the gas phase at a distorted geometry. Source: the OMol25 dataset; level of theory: ωB97M-V/def2-TZVPD.

Geometry (Å):
1 C -1.260 0.494 0.753
2 C -0.315 -0.752 0.603
3 C 0.992 -0.398 -0.116
4 C 1.121 -0.967 -1.344
5 C 1.925 0.641 0.405
6 N -2.237 0.636 -0.309
7 H -0.530 1.312 0.693
8 H -1.713 0.397 1.743
9 H -0.971 -1.495 0.141
10 H -0.163 -1.261 1.557
11 H 1.312 -0.366 -2.226
12 H 0.863 -2.014 -1.478
13 H 2.805 0.218 0.897
14 H 2.238 1.224 -0.479
15 H 1.335 1.265 1.079
16 H -1.843 0.309 -1.182
17 H -2.561 1.587 -0.406

Results
Lowest unoccupied orbital energy (eV): 1.06
Net charge: 0
Relative energy (zero: lowest compared OMol25 entry of this formula, charge and spin) (eV): 2.236
HOMO energy (eV): -8.32

Record 20
C5H11N in the gas phase at a distorted geometry. Source: the OMol25 dataset; level of theory: ωB97M-V/def2-TZVPD.

Geometry (Å):
1 C -1.175 2.141 -1.408
2 C -0.475 1.703 -0.082
3 C 0.603 0.696 -0.287
4 C 0.202 -0.919 -0.263
5 C 0.617 -2.609 1.408
6 N 0.436 -1.377 1.084
7 H -0.882 1.485 -2.281
8 H -2.358 1.961 -1.303
9 H -0.876 3.214 -1.581
10 H -0.071 2.623 0.290
11 H -1.226 1.387 0.688
12 H 0.933 0.885 -1.325
13 H 1.630 0.787 0.055
14 H 0.769 -1.391 -0.997
15 H -0.865 -1.040 -0.304
16 H 0.633 -2.943 2.422
17 H 0.633 -3.405 0.544

Results
Lowest unoccupied orbital energy (eV): 1.19
Net charge: 0
Relative energy (zero: lowest compared OMol25 entry of this formula, charge and spin) (eV): 2.356
HOMO energy (eV): -9.29